Formula: C7H9N2O
Source: the Open Molecules 2025 dataset
Level of theory: ωB97M-V with the def2-TZVPD basis set

The SMILES is Cc1cccc[n+]1C(N)=O. The value obtained for the total energy is -456.6339 hartree. The value obtained for the HOMO-LUMO gap is 10.2 eV. The calculation puts the energy relative to the best compared isomer or geometry (same formula, charge and spin) at 13.1 kcal/mol. Its HOMO energy is -14.550 eV.

Geometry as ORCA input:
```
! RIJCOSX wB97M-V def2-TZVPD def2/J DEFGRID3
* xyz 1 1
C -0.841 -1.524 -0.320
H 0.921 2.279 1.327
H 0.866 2.413 -0.319
C 1.520 -0.898 -0.798
N 0.082 -0.543 -0.173
H -0.589 -2.349 -0.954
O 2.089 -1.763 -0.257
H 1.402 0.632 -2.292
C -2.080 -1.399 0.263
C -0.132 0.614 0.464
N 1.925 -0.094 -1.773
H -1.736 1.732 1.518
C 0.954 1.631 0.507
C -2.296 -0.251 1.079
C -1.360 0.827 1.102
H 2.008 1.114 0.528
H -2.643 -2.237 0.185
H 2.975 -0.162 -1.829
H -3.064 -0.023 1.741
*
```

Löwdin population analysis, charges in e, atoms 1 to 8: atom 1 (C): 0.009, atom 2 (H): 0.066, atom 3 (H): 0.127, atom 4 (C): -0.509, atom 5 (N): 0.087, atom 6 (H): 0.148, atom 7 (O): 0.192, atom 8 (H): 0.152